DFT (the ωB97M-V functional and the def2-TZVPD basis) results for a cluster of 2 separate species, BrH4NSi in total in a non-equilibrium geometry.

```
7
Properties=species:S:1:pos:R:3
Si 0.61280 -1.03560 0.44697
H -0.88633 1.36205 -0.54678
Br -2.20821 1.59641 -1.24994
H 1.69275 -1.86360 0.09861
H 0.83943 1.05403 -0.28497
H -0.22555 -1.62331 1.34667
N 0.17511 0.51002 0.18943
```

Its total charge is 0. For the max |F|, the calculation gives 2.827 eV/A. The orbital gap is 8.64 eV. Its relative energy (zero: lowest compared OMol25 entry of this formula, charge and spin) is 308.30 kJ/mol.